Entry 1:
The following is a quantum chemistry calculation of a molecular structure, C28H39F36N10O26S12, from the OMol25 dataset.

Positions of all 151 atoms, in Å:
S -3.9652 -1.9235 -4.9704
O -0.5252 -5.0580 4.6467
H 2.9530 3.5942 0.9486
H 0.3834 2.3985 -0.3062
H 3.4622 3.6220 -0.6175
H -0.6741 2.6374 1.1372
O -3.6901 4.1954 4.2296
H -0.9517 -2.7335 1.4535
H -2.5512 -5.7072 -4.1684
H 4.7387 3.1305 0.7011
H 0.1054 -4.2700 -4.2498
C -2.6415 -5.4398 -3.1211
C -3.5945 -1.5461 -3.1509
F -1.4890 3.7153 6.0855
H 1.6031 5.5116 1.7505
F -2.6384 -2.3611 -2.6467
H 5.0883 5.4963 -1.2974
C 0.1010 2.0219 0.6763
F -1.1915 5.6696 1.6809
F 6.9262 0.8252 3.6275
F 2.8799 -3.0848 -6.5404
O -2.6167 -2.2409 -5.4582
F -2.7913 -4.9064 2.8360
C -1.9353 -5.9130 2.7482
S -3.1034 2.8772 4.2656
F -7.3548 -4.4302 -7.0900
C -3.6829 -5.0318 -2.3841
O 3.7991 0.3655 1.7800
H -4.2855 -5.1958 0.6635
F 4.3490 -2.1270 -1.3640
F -6.5512 -0.4764 5.9447
N -1.2289 4.9600 -1.3274
F 1.9487 -2.4883 -4.7180
O 2.4821 -0.2660 -2.5644
N 4.3494 -0.9605 -4.3827
C 0.1979 3.7825 -3.4056
O -3.6909 5.6874 -1.0918
F -7.0517 -5.1129 -5.0918
C 2.2790 -4.4585 0.5654
O -3.9569 -5.2598 -6.1377
F -2.2897 -6.8107 3.6649
F 0.6689 2.8847 -2.6540
S 2.6528 1.4057 4.4562
F 3.4498 1.2715 6.9629
O 1.5542 -2.3229 1.9644
F 1.0369 4.7872 -3.5730
F -5.0580 0.1162 7.4215
H 1.7399 -0.1062 0.2770
C -1.6121 -1.0732 1.9591
F -3.2155 6.4875 1.4784
F -0.9457 4.1552 4.0205
F 1.2155 -1.7092 -6.6127
F 3.5828 -4.6374 0.6252
C 4.5628 5.3394 2.0385
H 0.5103 -1.1874 -0.1548
N -3.2408 -4.8497 -1.1037
S 3.6352 -0.6736 -5.6806
H 1.6294 -4.6776 -3.4539
H -4.6889 -4.8220 -2.7062
C 3.8691 3.7160 0.3928
O -1.4522 -2.0527 0.9749
H 3.4152 7.2146 0.4381
N 4.2252 1.1418 4.1285
H 0.4440 -0.3413 2.2095
C -6.5245 -5.0305 -6.2436
H 1.0063 6.5388 0.4401
C -0.5352 0.0223 1.9105
O 1.8417 0.2199 4.5176
C 2.2809 -2.0528 -5.9221
F -0.1137 3.2494 -4.6047
C -4.0076 -4.3268 0.0737
F 4.3837 -0.1071 -0.6462
H 3.6761 5.0077 2.5851
H 0.9623 2.0487 1.3459
F -6.1264 -6.1897 -6.7147
H 0.5042 4.8192 -0.6000
C 1.7056 5.7324 0.6710
C 5.3851 5.6551 -0.2587
H -4.9003 -3.7836 -0.2706
O -5.5791 1.1150 3.7349
S -4.8784 -4.1135 -6.2939
S -2.5371 5.0008 -0.5123
H 5.5404 6.7082 -0.0143
H -0.1220 -6.5522 -3.2316
H -0.9162 0.7986 2.5486
N 0.0825 -4.2545 2.2355
S 3.8449 -0.0743 -3.0206
F -6.4000 1.5924 6.6692
O 0.4192 -6.7415 3.1359
H 6.2213 5.0488 0.0684
H 0.7887 0.1856 -1.2585
C -5.7210 0.5206 6.3555
C -1.5639 0.5493 -0.3301
S 4.5353 0.1220 3.0327
F 1.5759 2.1831 6.5716
C -2.1435 6.1922 0.8082
F -1.5763 7.3456 0.3907
F 6.7720 -0.6050 2.0056
O 2.7905 0.5011 -5.7006
C -1.9388 -4.9862 -1.0854
O -2.7634 2.2878 2.9788
C -1.4407 3.2319 4.8385
F 2.0167 -3.6419 -0.4490
H 4.7405 6.4011 2.2236
H -2.5715 -0.5444 1.8251
S -1.3978 4.4057 -2.8777
N -3.6962 1.8462 5.2880
C 0.5836 -4.4956 -3.2784
C -0.1170 -5.6760 -2.6023
O 2.0818 2.5727 3.7450
S 1.5815 -3.7718 2.1510
F 6.0201 -0.8349 -1.8098
N -1.5372 -5.4290 -2.2475
H -3.3449 -3.6897 0.6445
O -1.7141 5.4529 -3.8566
C 6.2331 0.4789 2.5647
O 4.3812 1.2890 -2.9664
H -2.3644 1.2076 0.0218
S -0.2622 -5.4641 3.2813
O -4.1563 -0.6531 4.6920
O 4.4693 -0.9077 -6.8252
C 0.7639 -0.1470 -0.2204
S -4.6977 0.6963 4.8219
F -1.9828 -6.4067 1.5211
H -1.7292 -1.4998 2.9656
F -0.7211 2.0909 4.8623
O -2.8308 3.7903 0.2253
F 1.6923 -5.6588 0.3729
C 3.0959 6.2025 0.1599
H 0.5068 -3.5672 -2.7170
N -0.3577 0.6144 0.5077
N -4.9263 -3.1314 -4.9534
H 5.4187 4.6887 2.2610
F 6.2870 1.5369 1.7151
H -1.3051 -4.9143 -0.2357
C 2.8427 2.1412 6.1581
O -4.9226 -3.4277 -7.5921
O -2.2525 3.2066 -2.9629
F 3.3937 3.3043 6.1939
F -4.7146 -1.8238 -2.4279
C 4.7626 -0.9003 -1.6122
O 4.7012 -1.2196 3.4549
F -3.3143 -0.2912 -3.0186
H 3.1600 6.0364 -0.9178
H -1.9037 -0.4897 -0.3932
H 0.3042 -5.8758 -1.6237
O -4.5128 -0.6393 -5.4142
H -1.3893 0.9226 -1.3453
O 1.3319 4.6004 -0.0791
O 2.4519 -4.2474 3.1980
N 4.1991 5.2495 0.6322

Output
total charge: -3
LUMO energy: 0.139 Ha
largest force on an atom: 4.85 eV/Å
E_HOMO: -4.1 eV
gap between HOMO and LUMO: 7.82 eV



Entry 2:
The following is a quantum chemistry calculation of a molecular structure, C28H39F5N6O2SiTeW, from the OMol25 dataset.

Positions of all 83 atoms, in Å:
C 3.4839 3.4415 -2.0375
C 1.4138 -2.9832 -1.2789
Si 1.5344 -1.2348 -1.9152
C -3.2386 0.0668 3.7379
C -3.1212 1.2793 -1.6628
C -2.6907 -0.6144 4.7898
C 3.2202 2.2527 -1.1070
H 0.4615 -1.7422 -4.0649
W -0.0437 0.3923 0.8210
H -0.4886 -0.5619 -3.1717
C 0.6552 -1.4041 3.2476
H 3.2594 -3.2033 4.4098
H -4.7999 2.3849 -2.0287
N 1.1605 -0.9723 2.0792
C -1.6734 -2.7919 -0.7250
F -0.1179 1.7295 2.2529
H 0.6606 -3.5503 -1.8232
C -1.4477 -4.1476 -0.5067
H -2.8685 1.2396 -2.7146
C 2.6717 -2.5797 3.7484
Te -0.4482 3.5982 0.1012
H -2.1799 -1.6047 0.8219
N 1.0553 3.8482 -2.1032
H 3.6514 3.0567 -3.0485
N -1.2706 -0.3225 2.4678
H -2.4819 -1.3307 -2.0654
H 2.7518 -1.0469 0.7586
H 3.8444 2.7285 0.9104
C -1.7902 -5.0812 -1.4703
H -0.8033 -2.4057 1.0230
N -1.3227 -1.8592 0.3434
C 2.9282 2.6362 0.3261
H 4.1672 -2.4445 2.1961
C 2.3806 4.4851 -2.0680
H -5.7772 2.3387 0.1586
H 3.9954 -1.0465 -1.3896
H -4.8964 1.2551 2.0494
H -1.6074 -6.1324 -1.2895
N 2.0504 1.6457 1.0689
H -3.2443 -0.7293 5.7123
H 4.0887 1.5944 -1.1518
H -0.9539 -1.6693 5.5187
C -2.3751 -4.6639 -2.6589
H 0.3534 4.5119 -2.4108
H -0.9994 -4.4804 0.4250
N -1.9300 1.0038 0.4012
C -2.6212 -3.3157 -2.8631
H 2.4564 3.6049 0.3896
C 1.3906 -2.2047 4.1048
C -1.4010 -1.1521 4.6826
H 2.3790 1.6760 -1.4746
H 1.1716 -3.0592 -0.2190
H 2.3770 -3.4804 -1.4247
C -0.7215 -0.9668 3.5089
C -2.5079 0.2038 2.5474
F 0.6963 4.2452 1.5431
O 0.8607 -0.1889 -0.6730
O -2.2052 0.5792 -0.9529
H 2.6651 0.8940 1.3646
H 2.4092 5.1279 -1.1886
C -2.9597 0.8500 1.3396
C 0.5266 -0.8572 -3.4258
H -3.0937 -2.9869 -3.7801
C -4.2455 1.3284 1.1889
C 3.3326 -0.9165 -2.2482
C 2.3966 -1.3676 1.7269
C -4.7924 1.9012 0.0533
H 1.7675 2.1156 1.9277
C -2.2741 -2.3759 -1.8995
F -1.8752 3.8530 1.2653
H 3.5457 0.0369 -2.7237
H 0.9643 -2.5390 5.0394
H -4.2218 0.5050 3.8206
H 0.9869 -0.0562 -4.0105
C -4.2406 1.9016 -1.2381
F -1.7842 3.4707 -1.2917
C 3.1797 -2.1606 2.5325
H 1.0390 3.0897 -2.7762
H 2.5420 5.1356 -2.9298
H 4.4160 3.9418 -1.7641
H -2.6498 -5.3890 -3.4135
H 3.6099 -1.6976 -2.9681
F -0.3366 5.3677 -0.4475

Output
total charge: +2
LUMO energy (alpha / beta): -0.254 / -0.267 Ha
largest force on an atom: 1.33 eV/Å
energy above the lowest of the compared OMol25 structures with the same formula, charge and spin: 3.633 eV
E_HOMO (alpha / beta): -12.7 / -13.8 eV
gap between HOMO and LUMO (alpha / beta): 5.79 / 6.58 eV
2S+1: 3



Entry 3:
The following is a quantum chemistry calculation of a molecular structure, C28H40AlBN10S, from the OMol25 dataset.

Positions of all 81 atoms, in Å:
C -4.3393 4.1167 -1.6319
C 0.5146 -5.5989 -0.3422
H 2.5015 -1.3341 -3.8808
C -1.5471 -2.2492 1.9469
H 0.9635 -7.4459 0.5591
C -4.4834 -0.1398 -1.2963
H -1.8234 2.4024 0.7156
H -0.3778 1.8920 -3.3105
H 5.9739 -0.4147 0.3907
H 1.2233 -6.0544 1.6264
C 1.3143 -6.4185 0.6019
N 0.1104 -0.5044 1.2968
H 5.1938 1.1422 0.6902
H -5.0506 4.5893 -2.2995
C 3.9307 -0.3635 -0.1752
H -2.6136 0.4685 1.5168
C 0.9007 3.9320 -0.9157
C 5.0511 0.0613 0.7167
C 0.0512 -0.9051 3.4861
N 0.5662 1.7355 -0.7873
C 3.9651 -1.1545 -1.3060
C -0.5961 2.7743 -2.7100
N -0.7611 -4.9209 -1.8569
C 0.2699 2.8217 -1.4957
N 2.6551 0.0020 0.0275
H -5.4674 0.1310 -0.8920
H -4.4634 0.1032 -2.3606
S -1.0785 -2.1576 -1.5313
H 2.3710 -6.3948 0.3286
C -2.0050 0.0602 -1.1225
N 1.8522 -0.5396 -0.9396
H -0.2304 -1.3071 4.4462
H 2.9538 1.4822 1.7325
H 1.8744 1.8210 4.0901
H 2.3807 5.2553 0.9697
C -4.3250 2.7269 -1.5174
H -1.5096 -4.9874 -2.5229
H 2.5353 -2.9056 -3.0849
C 1.0277 0.0431 3.2393
C -2.5483 2.8785 0.0637
C -0.4960 -1.2302 2.2416
H -4.3520 -1.2189 -1.2029
C -3.4655 4.8925 -0.8895
H 1.3313 -3.5664 1.2610
H -4.3558 0.7547 1.3711
H 2.4514 -3.5101 0.0297
Al -0.1933 -0.1764 -0.6421
N 1.3746 2.1273 0.2427
H 0.8573 4.9553 -1.2531
N 0.6647 -4.2296 -0.4854
H -2.0701 0.0859 -2.2216
H -1.1371 -3.2571 2.0604
H -3.6955 -0.8575 1.0610
H -3.4815 5.9726 -0.9714
H 1.6619 0.4747 5.2166
N -0.3656 -6.0462 -1.1707
C 2.4303 4.1873 1.1711
H 1.0638 -1.9205 -3.0335
N 1.4749 -3.3996 0.2739
H -2.3746 -2.1500 2.6488
C -3.4197 2.0749 -0.6816
H -1.6463 2.7206 -2.4206
C 2.6407 -1.2244 -1.7621
H -5.0320 2.1525 -2.1009
C 1.5894 3.4533 0.1796
H 2.0844 4.0120 2.1907
H 3.4751 3.8755 1.1184
N 1.0462 0.2724 1.9211
C -0.2161 -3.7630 -1.4369
H 2.9796 0.4516 4.0372
C -3.3378 0.5449 -0.5470
C -2.5719 4.2589 -0.0287
B 2.0818 1.0256 1.0504
C 1.9390 0.7380 4.1979
C 2.1502 -1.8874 -3.0074
H -0.4375 3.6664 -3.3158
H 4.8625 -0.2207 1.7534
H -1.8803 4.8468 0.5649
H -1.9206 -2.1424 0.9311
C -3.5076 0.2106 0.9434
H 4.8374 -1.5974 -1.7601

Output
LUMO energy: 0.008 Ha
largest force on an atom: 0.58 eV/Å
energy above the lowest of the compared OMol25 structures with the same formula, charge and spin: 1.020 eV
E_HOMO: -4.6 eV
gap between HOMO and LUMO: 4.82 eV



Entry 4:
The following is a quantum chemistry calculation of a molecular structure, C28H40BBr45Cl, from the OMol25 dataset.

Positions of all 115 atoms, in Å:
Cl 1.5931 2.1613 1.9551
H 0.2811 -1.3367 1.3461
C 3.6746 -1.4804 1.1060
H 7.6290 -12.3821 0.3634
C -5.7357 0.1351 -1.8524
H 4.4757 -4.3023 1.8232
Br -4.2632 11.7330 8.9171
Br 4.1326 3.7103 7.5884
C 0.6664 3.1275 -3.2915
H -2.9864 -4.7455 1.2537
C 3.0443 -2.6568 1.8626
C -0.4217 0.4201 0.3095
Br -3.8418 0.0306 -1.5427
Br -2.7605 7.1377 -5.2634
Br 6.1439 -10.9728 -1.0230
Br -3.9054 1.7671 -5.7690
H 3.7436 0.6702 0.9640
H -2.2174 8.7614 -10.9129
Br -0.9144 7.6812 -7.8101
H 2.7998 -4.7421 1.3042
H -2.3720 1.1576 0.7304
Br 6.0092 -0.0299 -8.7997
H 7.6429 -7.0648 -0.4908
Br 1.4183 3.5759 -1.5805
Br -6.4595 10.6805 6.8550
Br -0.6277 9.2121 -12.7538
H 1.1749 -0.3951 5.6573
C -1.0678 7.5497 7.9156
H 0.6080 5.0391 2.2293
C 0.7229 -0.4670 0.8416
C -5.2059 10.1938 8.2360
H -2.7804 -0.0429 2.8687
H -6.0557 -0.8263 -2.2289
H -3.7577 -12.1606 4.9894
Br 2.7130 1.4454 5.7762
C -3.7002 -3.9290 1.4014
H -3.4751 -2.4857 3.0631
Br 1.7349 2.3962 -6.8964
C -3.7074 -11.3542 4.2714
H 1.2295 -0.8706 -0.0490
H 3.8763 1.1697 -7.0613
C 3.5960 -3.9887 1.2554
C 3.0698 1.1169 -6.3422
H -0.9037 -0.1604 -0.5045
H 4.7638 -1.6494 1.0933
Br -5.1460 -7.6289 2.0326
Br -7.9624 -6.5324 3.0558
Br -0.4782 6.6123 3.8011
H 3.3413 -1.5298 0.0595
H 5.0809 -2.1347 -7.8862
H -1.9528 -3.0561 2.3798
C -6.1537 -6.9928 3.5449
C -2.4388 6.7278 -7.1148
H -3.8886 -1.1605 1.0884
C -2.9812 -2.7709 2.1270
Br 0.4375 8.6407 7.4166
H -6.2141 -7.8101 4.2513
Br -6.7124 0.4591 -0.2219
Br -0.0129 1.3226 -3.3325
Br -4.0097 7.0118 -8.1971
H -0.7176 6.5269 7.9600
Br 6.5834 -1.5112 -6.0265
C -2.0772 8.2906 -11.8773
C 1.2718 -0.5115 4.6077
H -1.6142 1.3925 -6.6115
Br -5.2617 -5.5380 4.4376
H -1.3196 -0.9843 2.6615
H 3.2213 -2.6011 2.9412
H 3.9293 0.0406 2.5863
C 6.8819 -6.4263 -0.0633
Br 2.3864 -0.6879 -6.3877
Br -6.1516 1.4374 -3.2149
H -1.2556 1.5578 2.0066
Br -1.0403 6.0856 0.7056
C -2.8551 -1.4859 1.2701
H -4.1913 -3.6399 0.4686
B 1.7460 0.2334 1.9102
H 1.9591 -2.7123 1.7374
C 7.2648 -11.3729 0.4929
Br -2.1529 3.4908 -7.8042
Br 1.8247 7.1144 1.6460
Br 1.8744 4.4750 5.4480
H -2.3970 -1.6939 0.2983
Br 6.2709 -11.3347 2.1437
Br -1.7338 8.0003 9.6678
Br -1.6511 6.4439 -11.5451
C 1.4010 -0.2437 3.4261
H 3.7966 -3.8460 0.1895
Br -2.4670 7.6120 6.5872
Br 3.8181 1.5604 -4.6209
H -4.4755 -4.3482 2.0548
H -2.2015 5.6710 -7.1673
C 0.2749 6.0656 2.1114
Br -6.0553 9.1890 9.6469
Br -3.7335 8.4779 -12.8463
Br 7.7769 -4.8751 0.6494
Br 8.8088 -10.2182 0.5623
H -4.4683 9.5441 7.7821
C 6.0816 -1.7240 -7.8739
H -0.0654 1.3336 -0.1768
C -1.5330 0.7504 1.3208
C -2.5194 1.7298 -7.1019
Br -2.6928 -11.9967 2.7641
Br -0.6696 4.4146 -3.8386
Br -2.8379 -9.8698 5.1395
C 3.3354 -0.0771 1.6644
Br 5.6685 -5.9602 -1.4850
H 4.0722 3.3985 5.1262
C -2.0942 -0.4405 2.1082
Br 7.2225 -2.9825 -8.7855
C 3.3113 3.2715 5.8844
Br -2.9057 0.4709 -8.5098
Br 6.0042 -7.4426 1.3178
Br -5.5186 -10.9202 3.7754
H 1.4704 3.1795 -4.0129

Output
total charge: -1
LUMO energy: 0.033 Ha
largest force on an atom: 1.30 eV/Å
E_HOMO: -5.7 eV
gap between HOMO and LUMO: 6.63 eV